1.
The following is a DFT calculation (wB97M-V/def2-TZVPD) of a 10-piece molecular cluster, C28H78Cl4NO29P7 overall.

The HOMO energy is -9.60 eV. The value obtained for the energy is -7581.11467 hartree. The frontier orbital gap comes out at 9.758 eV. As for the LUMO energy: 0.162 eV.

Last column: Löwdin charge in e.
Geometry (Å):
Cl -0.852 9.883 31.858  0.5539
Cl -12.533 2.634 27.637  0.5284
Cl -1.283 12.130 28.151  0.5173
Cl -13.308 5.121 29.817  0.4856
P -9.327 9.569 35.843  0.4777
P -9.551 1.860 35.659  0.4855
P -10.878 2.743 18.154  0.4118
P -1.418 11.624 18.495  0.4915
P 6.459 7.516 29.935  0.4685
P -4.015 5.658 26.879  0.4625
P -1.456 -3.851 23.093  0.4340
O -10.728 2.580 16.585  -0.2115
O -8.303 8.311 35.812  -0.2191
O -10.142 3.832 18.763  -0.2190
O -2.219 12.621 19.238  -0.2286
O 6.548 8.103 28.381  -0.2291
O -10.600 8.981 35.060  -0.2119
O -9.878 0.826 34.601  -0.2736
O -9.310 1.296 37.171  -0.2288
O -2.122 10.144 18.168  -0.1974
O -0.359 -3.214 23.880  -0.2560
O -2.590 -4.601 24.067  -0.2620
O -8.219 2.712 35.325  -0.2250
O -2.322 -2.839 22.206  -0.2361
O -2.775 6.699 26.691  -0.2247
O 0.031 11.238 19.179  -0.2251
O -10.666 2.985 36.007  -0.2187
O 7.905 6.895 30.143  -0.2122
O -0.938 11.999 17.037  -0.2078
O -4.647 5.554 25.378  -0.2259
O 7.544 0.794 24.867  0.0315
O -3.285 4.256 27.011  -0.2176
O -10.373 1.300 18.813  -0.2255
O 6.099 8.407 31.077  -0.2435
O -1.010 -4.980 22.064  -0.2245
O 5.477 6.239 29.795  -0.2373
O -12.486 2.744 18.432  -0.2283
O -4.912 6.010 28.042  -0.2565
O -8.717 10.565 34.692  -0.2349
O -9.576 10.262 37.135  -0.2317
N 5.755 -0.427 24.315  -0.0015
C -11.873 9.359 35.358  -0.1511
C -8.498 0.121 37.358  -0.1000
C 5.325 1.764 25.207  0.0027
C -12.023 2.614 36.185  -0.1111
C 8.530 5.943 29.386  -0.1319
C 5.313 5.279 30.798  -0.1155
C 5.752 9.267 28.064  -0.0959
C -8.152 10.161 33.459  -0.1130
C -3.168 -1.829 22.789  -0.0800
C -0.492 13.326 16.874  -0.1086
C -7.037 8.480 36.379  -0.1297
C -7.079 2.147 34.713  -0.1079
C -0.334 -6.212 22.504  -0.0595
C -11.024 3.780 15.848  -0.0907
C -2.709 9.557 19.273  -0.1700
C -10.650 0.068 18.145  -0.1196
C -1.881 6.645 25.609  -0.1160
C -0.346 10.614 30.323  -0.6557
C -1.571 11.359 29.755  -0.6735
C -13.033 3.146 19.709  -0.0921
C 6.503 -1.668 24.012  -0.0517
C 0.880 12.180 19.706  -0.1591
C -5.770 4.717 25.186  -0.1154
C -11.657 4.382 29.640  -0.6004
C -2.248 4.032 27.947  -0.1065
C 6.331 0.668 24.775  -0.5786
C -3.797 -5.120 23.480  -0.1007
C -11.817 2.856 29.254  -0.6579
H 4.299 1.457 25.006  0.0676
H 4.899 8.985 27.446  0.0852
H -11.036 0.094 17.126  0.0844
H -1.277 4.021 27.451  0.0819
H -5.745 4.230 24.211  0.0901
H -12.515 8.995 34.556  0.0901
H -1.915 12.040 30.533  0.0626
H -11.340 4.592 16.502  0.0798
H -7.260 1.088 34.529  0.0771
H -6.793 2.764 33.861  0.0950
H 5.602 2.714 24.748  0.0785
H -1.283 14.076 16.873  0.0938
H -6.524 9.395 36.085  0.0889
H -5.834 3.907 25.912  0.0858
H -9.101 -0.673 37.799  0.0844
H -12.290 3.509 20.418  0.0861
H -11.443 -0.450 18.684  0.0796
H -8.151 -0.320 36.424  0.0779
H -0.818 -7.178 22.360  0.0875
H -2.240 6.104 24.733  0.0876
H -9.741 -0.506 18.326  0.0892
H -8.483 10.690 32.565  0.0897
H -13.442 2.322 20.293  0.0788
H -12.302 2.913 37.195  0.0901
H -6.272 2.129 35.445  0.0870
H -6.679 5.316 25.242  0.0927
H -3.535 -2.203 23.745  0.0790
H -12.323 1.581 36.009  0.0907
H -0.995 6.131 25.981  0.0828
H 1.188 11.748 20.658  0.0909
H -12.284 9.014 36.307  0.0987
H -7.129 8.512 37.464  0.0903
H -1.628 7.666 25.322  0.0929
H -7.711 0.313 38.087  0.0888
H -6.371 7.649 36.148  0.0922
H -4.622 -4.869 24.146  0.0896
H 0.497 11.240 30.616  0.0658
H -0.032 9.869 29.592  0.0683
H -2.266 2.996 28.286  0.0878
H 9.517 6.181 28.987  0.0940
H -2.797 10.202 20.147  0.0814
H -2.201 4.682 28.821  0.0987
H -2.439 10.710 29.636  0.0612
H -11.193 4.893 28.796  0.0522
H 5.520 1.948 26.263  0.0770
H 0.274 13.616 17.594  0.0779
H 8.632 5.080 30.043  0.0945
H -11.061 4.658 30.509  0.0671
H -3.655 -6.201 23.462  0.0854
H -7.074 10.266 33.581  0.0846
H -13.899 3.790 19.550  0.0875
H -2.156 8.668 19.577  0.0899
H -3.918 -4.722 22.473  0.0833
H 5.688 4.302 30.493  0.0904
H 1.770 12.307 19.090  0.0936
H 0.342 13.102 19.928  0.0888
H 4.762 -0.578 24.415  0.1293
H 5.412 9.749 28.980  0.0756
H -12.593 3.239 35.498  0.0885
H -3.738 9.252 19.082  0.0912
H 0.638 -6.167 22.012  0.0895
H 6.389 9.951 27.504  0.0869
H -10.877 2.323 29.393  0.0697
H -0.106 -6.188 23.569  0.0835
H 4.264 5.264 31.094  0.0939
H 7.885 5.718 28.536  0.0894
H -0.156 13.268 15.839  0.0978
H -11.748 3.581 15.057  0.0966
H 5.795 -2.336 23.522  0.0806
H 6.817 -2.130 24.948  0.0808
H 5.922 5.598 31.644  0.0869
H -4.057 -1.765 22.162  0.0934
H -2.717 -0.864 23.023  0.0937
H 7.432 -1.497 23.468  0.0839
H -11.927 10.432 35.169  0.0956
H -8.329 9.099 33.287  0.0837
H -10.107 4.255 15.500  0.0930
H -12.483 2.401 29.987  0.0552

2.
The following is a DFT calculation (wB97M-V/def2-TZVPD) of a 16-piece molecular cluster, C28H78N10O38S6 overall.

The HOMO energy (alpha / beta) is -1.84 / -5.82 eV. The value obtained for the energy is -6908.35576 hartree. Its expectation value of S² is 0.75. The frontier orbital gap (alpha / beta) comes out at 2.909 / 6.876 eV. As for the LUMO energy (alpha / beta): 1.065 / 1.052 eV. The multiplicity is 2. As for the charge: -1.

Last column: Mulliken spin population.
Geometry (Å):
S 0.198 4.227 -1.112  -0.0002
S -2.770 -1.975 -5.460  -0.0003
S 0.434 -0.659 -0.828  -0.0375
S 3.379 -3.168 2.588  -0.0053
S 1.941 -1.859 -5.841  0.0000
S 0.682 1.301 5.280  -0.0121
O -0.638 0.259 0.041  0.0375
O -2.287 6.140 1.179  0.0000
O -1.180 -6.553 -2.149  0.0004
O 6.346 -2.375 -1.038  0.0000
O 3.463 -4.581 2.138  0.0000
O 4.571 -2.868 3.725  0.0007
O -1.457 3.293 -5.288  0.0000
O 0.069 5.626 -0.296  0.0001
O -3.479 -2.651 2.039  0.1971
O 3.312 3.338 0.437  0.0001
O -6.773 0.828 1.166  0.0002
O 3.440 -2.100 1.575  0.0007
O 3.492 3.647 -4.548  0.0000
O -0.966 -7.708 -0.342  -0.0002
O 2.437 -2.572 -4.427  0.0000
O -1.865 -3.867 2.727  0.2196
O -3.702 1.598 -0.923  0.0009
O -0.964 1.160 5.398  -0.0046
O -1.762 7.241 2.934  0.0000
O 1.746 -0.415 -5.569  0.0000
O -2.678 0.305 -2.291  0.0025
O 0.885 2.648 4.687  -0.0001
O 1.003 4.499 -2.340  0.0000
O 5.096 2.294 1.153  0.0000
O 0.507 3.113 -0.227  -0.0004
O 0.294 -0.417 -2.275  0.0018
O 5.261 -0.733 -1.920  0.0000
O -0.632 2.032 -6.910  0.0000
O -4.034 -1.783 -4.698  -0.0001
O 1.276 0.103 4.633  -0.0035
O 0.322 -2.052 -0.354  0.0164
O -6.782 2.914 3.627  0.0002
O -8.290 -0.668 1.409  0.0003
O -2.846 -2.267 -6.916  0.0000
O -5.250 1.428 3.291  -0.0014
O 0.916 -2.659 -6.485  0.0000
O -1.766 -3.134 -4.787  -0.0001
O 4.916 3.646 -2.935  0.0000
N -2.974 -3.356 2.866  0.5291
N -7.137 -0.266 1.534  -0.0001
N 3.925 3.189 -3.526  0.0000
N -0.584 2.583 -5.797  0.0000
N -3.528 0.507 -1.431  -0.0028
N -0.913 -6.672 -0.942  -0.0005
N -1.738 6.226 2.267  0.0000
N 5.945 -1.763 -2.030  0.0000
N 3.935 2.689 1.260  -0.0001
N -5.833 2.501 3.027  0.0007
C -1.593 3.936 -1.582  0.0000
C -6.148 -1.201 2.111  0.0037
C 1.101 7.528 0.400  0.0000
C -3.738 -3.633 4.146  0.0307
C -1.230 4.972 2.961  -0.0001
C 6.017 -1.066 2.936  0.0000
C -0.372 -5.424 -0.294  -0.0219
C 3.314 1.928 -2.908  0.0000
C -4.399 -0.635 -1.028  -0.0127
C 2.003 -2.999 3.772  0.0188
C 3.147 2.093 2.402  0.0011
C 1.952 0.172 -0.141  0.0026
C -1.909 0.956 1.974  0.0700
C 6.290 -2.248 -3.407  0.0000
C -5.345 3.310 1.875  0.0002
C 0.667 2.343 -5.023  0.0000
C -1.372 -0.173 5.568  0.0018
C -1.757 -3.204 -3.357  -0.0031
C 1.240 1.313 7.093  -0.0026
C 1.213 6.038 0.348  0.0000
C -2.933 -4.031 -2.932  -0.0052
C 2.069 -3.973 -4.247  0.0001
C 2.229 -4.305 -2.781  -0.0001
C -2.804 -0.094 6.005  0.0150
C 3.539 -2.055 -6.745  0.0000
C 4.955 -1.549 3.995  -0.0013
C -0.806 -0.034 1.418  -0.0062
C -1.634 -0.607 -5.202  0.0001
H -2.706 -4.354 -1.916  0.0098
H 1.562 2.436 -5.638  0.0000
H 3.211 -4.642 -2.450  0.0000
H 1.439 -3.915 3.595  -0.0107
H 5.707 -0.877 1.908  0.0000
H 4.075 -0.923 4.141  0.0009
H -0.723 4.350 2.222  0.0001
H 0.559 1.399 -4.489  0.0000
H -6.317 -1.104 3.183  -0.0050
H 5.522 -1.589 4.925  -0.0002
H 2.062 7.841 0.809  0.0000
H -2.866 0.972 1.452  -0.0159
H -0.949 -5.224 0.609  0.0163
H -2.848 0.521 6.904  0.0004
H -2.121 4.549 3.425  0.0000
H 0.645 3.067 -4.209  0.0000
H -2.158 0.695 3.003  -0.0355
H -4.751 -0.880 -2.030  -0.0031
H 3.047 1.275 -3.740  0.0000
H 2.295 1.585 7.125  0.0000
H -0.890 -0.644 6.424  -0.0077
H -1.222 -0.561 -4.194  -0.0001
H 2.103 5.731 -0.201  0.0000
H -1.881 4.754 -2.241  0.0000
H 0.680 -5.678 -0.168  0.0023
H -0.786 -3.624 -3.090  -0.0004
H -3.440 0.456 5.312  0.0043
H 1.471 -2.102 3.454  0.0142
H -1.689 2.965 -2.068  0.0000
H -5.220 -0.230 -0.436  -0.0053
H 3.929 1.447 -2.148  0.0000
H -3.032 -3.652 4.976  0.0062
H 3.367 1.029 2.497  -0.0004
H -5.128 -0.888 1.889  0.0169
H -6.201 3.722 1.339  0.0000
H 0.123 0.189 1.943  -0.0102
H 2.672 -4.602 -4.902  0.0000
H -0.795 -0.781 -5.875  0.0000
H -4.911 2.559 1.215  -0.0003
H 0.596 2.095 7.496  0.0003
H 3.329 -1.636 -7.729  0.0000
H 2.052 -0.064 0.918  0.0004
H -0.482 5.331 3.668  -0.0001
H 1.105 7.773 -0.662  0.0000
H 6.977 -3.092 -3.340  0.0000
H 4.348 -1.539 -6.228  0.0000
H -3.247 -1.078 6.157  -0.0078
H -4.519 3.930 2.222  0.0000
H 6.485 -0.175 3.355  0.0000
H 5.400 -2.364 -4.026  0.0000
H 6.867 -1.746 2.878  0.0000
H -3.839 -1.394 -0.482  0.0263
H -1.829 -2.253 -2.830  0.0000
H 2.413 -3.000 4.782  0.0005
H -4.525 -2.882 4.215  0.0034
H -1.221 -0.716 4.635  0.0240
H 1.225 5.658 1.370  0.0000
H -1.622 1.986 1.760  0.0083
H -6.270 -2.264 1.900  -0.0071
H -1.230 -1.024 1.587  -0.0340
H 1.886 1.243 -0.334  -0.0004
H -4.068 -4.663 4.012  -0.0241
H 1.698 -5.191 -2.432  0.0001
H 3.864 -3.088 -6.874  0.0000
H 6.779 -1.402 -3.891  0.0000
H -2.233 0.287 -5.376  0.0000
H 3.384 2.594 3.341  0.0000
H 2.119 2.341 2.141  0.0004
H -0.288 -4.636 -1.043  0.0024
H 1.882 -3.535 -2.091  0.0001
H 2.890 -0.219 -0.535  0.0005
H 0.204 7.940 0.861  0.0000
H 1.062 0.315 7.494  0.0011
H 1.034 -4.150 -4.541  0.0000
H -3.054 -4.910 -3.566  0.0000
H 2.409 2.243 -2.389  -0.0001
H -3.846 -3.436 -2.930  -0.0008
H -2.227 3.872 -0.698  0.0000

3.
The following is a DFT calculation (wB97M-V/def2-TZVPD) of a 9-piece molecular cluster, C28H79N5O11 overall.

The HOMO energy is -8.63 eV. The value obtained for the energy is -2215.35192 hartree. For the energy above the lowest of the compared OMol25 structures with the same formula, charge and spin, the calculation gives 198.8 kJ/mol. The frontier orbital gap comes out at 8.929 eV. As for the LUMO energy: 0.302 eV.

Last column: Löwdin charge in e.
Geometry (Å):
O -5.502 3.629 3.167  -0.1294
O 5.097 1.920 -1.102  -0.1605
O 1.277 -0.500 0.499  -0.1994
O 2.149 -3.810 5.237  -0.1980
O 1.237 1.000 5.587  -0.2020
O 0.975 -0.282 -6.721  -0.1444
O -0.383 3.086 -0.965  -0.1499
O -2.921 -3.152 -1.383  -0.1864
O -6.187 3.367 -1.129  -0.1391
O 1.776 1.238 -4.611  -0.2288
O -3.819 1.949 -1.149  -0.2147
N 8.089 1.444 -1.034  0.0367
N -5.835 -4.042 0.755  0.0249
N 2.643 -2.488 2.875  -0.0577
N -2.219 0.562 5.102  0.0304
N -1.597 1.393 -3.177  -0.0452
C 8.022 1.682 -3.436  -0.0668
C -4.571 -4.346 -0.014  -0.4449
C -2.761 0.563 -2.995  -0.2046
C -3.947 1.372 -2.446  -0.1889
C 5.885 1.453 -2.179  -0.2139
C 0.501 -0.372 -0.670  -0.1015
C 2.154 -1.613 0.538  -0.1971
C 2.731 2.139 -5.133  -0.0940
C 0.560 -1.633 -6.791  -0.1627
C -0.867 0.612 4.548  -0.4278
C 7.287 1.992 -2.141  -0.4426
C -3.300 1.076 -0.169  -0.0831
C -0.952 0.956 3.072  -0.0710
C -4.846 -5.405 -1.034  -0.0583
C 3.757 1.591 -1.216  -0.1310
C -1.768 -3.646 -0.743  -0.1148
C 0.590 1.879 -4.181  -0.2117
C -0.487 0.841 -3.904  -0.2083
C 3.487 -3.749 4.808  -0.2394
C 1.874 -4.876 6.102  -0.1164
C 3.701 -2.579 3.878  -0.2159
C -0.047 1.590 5.386  -0.1820
C 2.905 -1.476 1.868  -0.2144
C 2.124 1.823 6.290  -0.1291
C -0.257 4.436 -1.387  -0.1323
C -7.166 2.337 -1.255  -0.1692
C -4.037 -3.017 -0.532  -0.2268
C -4.981 2.295 3.179  -0.1473
H 1.724 2.001 7.299  0.0876
H 1.757 -2.634 0.595  0.1221
H -5.051 4.188 2.530  0.0694
H -2.330 0.709 -0.492  0.0532
H 2.617 3.120 -4.674  0.0916
H -6.843 1.459 -0.678  0.0717
H -3.793 -2.366 0.325  0.1128
H 7.211 3.080 -2.005  0.1378
H 7.574 2.297 -4.224  0.0787
H -3.890 2.300 3.124  0.0526
H -2.880 0.000 4.575  0.0680
H -7.254 2.018 -2.298  0.0722
H -1.398 1.951 2.948  0.0695
H 3.140 2.139 -0.507  0.0938
H 2.419 -4.786 7.052  0.0873
H 1.089 0.252 -1.355  0.0754
H -3.969 -5.600 -1.661  0.0760
H 0.061 0.017 -3.418  0.1128
H 0.886 -2.102 -7.719  0.0712
H -0.915 -3.336 -1.353  0.0762
H 3.341 2.008 -2.161  0.0761
H 9.055 1.716 -1.146  0.0600
H 7.812 0.655 -3.747  0.0820
H -3.117 1.641 0.747  0.0759
H 3.724 1.729 -4.938  0.0779
H -0.526 -1.707 -6.707  0.0706
H -5.347 2.869 -1.045  0.0256
H 1.058 -2.173 -5.979  0.0792
H 7.786 1.741 -0.116  0.0689
H 0.015 1.074 2.573  0.0748
H -8.131 2.613 -0.835  0.0738
H -4.802 -2.442 -1.061  0.1306
H 2.316 2.805 5.841  0.0864
H 3.993 -1.540 1.691  0.1121
H -1.577 -3.170 0.224  0.0938
H 0.153 -1.296 -1.137  0.0784
H -1.341 1.948 -2.365  0.0753
H -4.852 0.758 -2.497  0.1202
H -3.184 0.282 -3.963  0.1286
H -0.474 1.678 6.391  0.1214
H 3.079 1.308 6.375  0.0842
H 0.808 -4.914 6.301  0.0866
H 2.244 -5.808 5.653  0.0879
H 5.388 1.767 -3.109  0.1149
H 1.804 -2.281 3.409  0.1079
H 0.260 2.578 -4.955  0.1365
H -5.477 1.870 4.042  0.0836
H -1.520 0.223 2.498  0.0730
H -0.434 4.451 -2.459  0.0789
H -2.194 0.075 5.994  0.0755
H 3.757 -1.664 4.489  0.1197
H 3.732 -4.692 4.302  0.1232
H -4.928 -6.353 -0.493  0.0814
H 4.154 -3.642 5.672  0.1235
H 4.663 -2.668 3.372  0.1189
H -5.689 -5.174 -1.678  0.0872
H -4.017 0.303 0.122  0.0929
H -0.865 0.540 -4.886  0.1207
H 2.940 -0.447 2.258  0.1245
H 5.887 0.354 -2.146  0.1385
H -5.688 -3.233 1.354  0.0591
H -5.889 -4.813 1.417  0.0669
H -0.920 5.143 -0.882  0.0820
H 2.700 2.225 -6.224  0.0948
H -4.051 2.215 -3.132  0.1340
H -0.422 0.196 -0.536  0.0580
H 1.322 -0.015 -5.852  0.0330
H 0.766 4.773 -1.182  0.0812
H -2.536 -0.301 -2.358  0.1045
H -5.260 1.817 2.229  0.0625
H -0.187 2.958 -0.034  0.0838
H 0.738 2.407 -3.229  0.1055
H 0.055 2.579 4.931  0.1278
H 9.095 1.842 -3.444  0.0743
H 3.413 0.564 -1.388  0.0787
H -0.388 -0.374 4.583  0.1340
H -1.737 -4.736 -0.708  0.0883
H -3.883 -4.690 0.768  0.1298
H 2.854 -1.522 -0.299  0.1105

Among the records above, which one has the lowest energy? C28H78Cl4NO29P7

Look up the energy of the third one. -2215.35192 hartree